14
Properties=species:S:1:pos:R:3:forces:R:3 method="wB97M-V/def2-TZVPD" total_charge=+1 orbital_gap_ev=9.502 homo_ev=-13.31 smiles=C[NH2+]CCI lumo_energy_ha=-0.1400
C 1.830596 -0.490594 -0.464981 -0.0345 3.6476 0.5664
C -0.697151 -0.424446 0.159558 1.2722 0.2914 -0.8193
C -1.769727 0.625386 0.232681 1.0117 1.1663 1.3830
N 0.894223 0.323964 0.411707 -2.0655 0.9201 -3.9827
I -3.497040 -0.080506 -0.762931 -0.0037 0.0105 0.2156
H 1.610630 -0.170160 -1.461354 0.0886 0.2309 -0.6599
H 2.864489 -0.307423 -0.225610 0.2275 -0.3656 0.2475
H 1.411530 -1.387977 -0.343033 -0.2596 -4.1064 0.3232
H -0.574583 -0.920561 -0.843152 -0.0847 1.0335 0.7996
H -0.810527 -1.250743 0.855749 0.5589 0.2216 0.5740
H -1.972233 1.015494 1.326280 0.2390 -0.9317 -2.3005
H -1.319720 1.426705 -0.370555 -0.8937 0.2620 0.2106
H 1.022419 0.280178 1.363355 0.8746 -0.3512 2.7805
H 1.007089 1.360681 0.122287 -0.9307 -2.0290 0.6620

16
Properties=species:S:1:pos:R:3:forces:R:3 method="wB97M-V/def2-TZVPD" total_charge=+1 orbital_gap_ev=7.778 homo_ev=-12.79 lumo_energy_ha=-0.1841
C -1.513700 1.928205 0.286427 -0.0122 2.5452 -1.5107
C -1.434819 -1.457264 0.452328 -0.8692 -0.7311 -2.0006
C 3.025171 -1.408587 -0.067088 4.3006 5.4316 0.3800
N -1.151363 0.793825 0.585904 -0.4537 -0.7586 -0.4764
N -0.887978 2.666243 -0.668608 0.3863 -0.3148 -0.3212
N -0.844239 -0.263022 0.950195 1.7661 -2.3690 1.8984
I 1.960199 -0.231220 -1.486245 -0.1984 -0.3066 -0.1107
H -2.336168 2.267819 0.882562 -0.4703 0.6830 -0.0043
H -1.018911 -2.394163 0.807907 0.7806 0.4289 -0.2211
H -2.448854 -1.543597 0.711129 -1.6900 0.4323 1.5027
H -1.708447 -1.410806 -0.626065 1.3093 -0.0830 0.1619
H 3.060223 -0.733397 0.886086 0.0745 -1.4387 -1.7904
H 4.110764 -1.499963 -0.502248 -2.2172 0.1556 0.9458
H -1.400316 3.341912 -1.232306 0.0800 -0.2189 0.5706
H -0.066169 2.243568 -1.131681 -0.7764 0.3375 0.4368
H 2.654600 -2.299552 0.151700 -2.0100 -3.7934 0.5391

16
Properties=species:S:1:pos:R:3:forces:R:3 method="wB97M-V/def2-TZVPD" orbital_gap_ev=7.595 homo_ev=-8.15 lumo_energy_ha=-0.0204
C -0.027020 -0.103600 1.843784 -1.4621 1.9724 -1.3412
C 1.909080 0.998029 -0.578889 1.0390 0.1989 -0.2197
C -0.175073 -1.434258 -0.857980 -1.4295 0.2795 1.1003
O -2.023864 1.317461 -1.890999 0.1156 0.1509 -1.0027
Si 0.361771 0.145412 0.081789 -2.1317 -0.9778 -1.8612
S -1.940829 1.359567 -0.427386 1.3888 -0.3273 0.8661
I -3.467281 -0.458554 0.347876 0.0047 0.0023 0.1569
H 0.470158 -0.763189 2.417587 1.8979 -2.7142 1.6082
H 0.173661 0.827423 2.308689 -0.1510 1.2383 0.7425
H -1.102635 -0.316741 1.891021 0.3054 0.0849 0.0595
H 2.628924 0.379980 -1.232995 -1.0362 0.3694 1.5675
H 1.624677 1.726884 -1.331008 -0.4735 0.4092 -0.0283
H 2.451627 1.591410 0.213313 -0.3713 -0.8367 -0.8076
H -0.900114 -1.306252 -1.755301 1.6779 -0.2306 1.3702
H 0.765562 -1.963953 -1.005573 -0.2097 -0.3656 -0.6965
H -0.748643 -1.999623 -0.023927 0.8357 0.7464 -1.5141

14
Properties=species:S:1:pos:R:3:forces:R:3 method="wB97M-V/def2-TZVPD" orbital_gap_ev="5.959 / 7.136" multiplicity=3 s2=2.008 homo_ev="-5.60 / -9.84" lumo_energy_ha="0.0132 / -0.0995"
C 0.193307 0.867242 1.625528 0.2751 -1.9546 1.9190
C 1.097263 -0.720363 -0.839319 -3.5406 0.2414 -0.1322
C -2.329909 -0.690258 -0.263945 -1.7847 -2.3495 1.8345
Si -0.135037 0.659248 -0.262634 1.9896 1.4817 -0.2054
I -2.790947 -1.377842 1.715285 0.1556 0.2047 -0.6971
H 1.330949 0.880342 1.682856 -1.2090 0.4152 0.0273
H -0.257716 1.684571 2.318956 0.7090 -1.4145 -1.5720
H -0.028708 -0.219760 2.147536 0.3138 2.7236 -1.2491
H 0.485914 -1.576404 -1.155383 0.2465 0.0974 -0.2351
H 1.742573 -0.440160 -1.598634 1.0407 0.7210 -1.6917
H 1.659303 -1.075543 -0.063517 1.5322 -0.7883 2.3360
H -3.270800 -0.446287 -0.691964 -0.6045 0.9639 -0.5959
H -1.845718 -1.489768 -0.800770 0.7346 0.0405 -0.1737
H 0.160857 1.955791 -1.029027 0.1419 -0.3825 0.4354

16
Properties=species:S:1:pos:R:3:forces:R:3 method="wB97M-V/def2-TZVPD" total_charge=+2 orbital_gap_ev="8.644 / 6.304" multiplicity=6 s2=8.762 homo_ev="-17.97 / -20.65" lumo_energy_ha="-0.3428 / -0.5274"
Ir 0.562659 -0.486720 -0.565187 6.2462 0.5827 -1.1513
C 3.027709 0.387069 0.673900 -0.0657 -0.8681 -0.7279
H 1.931596 0.614487 0.311190 0.7095 0.9744 0.8516
H 3.705751 0.838672 -0.064203 -0.5042 -0.2704 -0.0253
H 3.019995 -0.700761 0.613522 0.8628 -0.1327 0.1141
H 3.339208 0.704290 1.675291 -1.0082 0.1531 -0.0956
H 0.418753 -0.639423 -2.132948 0.3721 -0.0711 -1.5287
N -0.909128 0.769071 -0.096216 -1.7739 2.9771 1.8320
C -2.214833 0.136011 -0.054099 -0.9375 0.0283 -0.1420
C -2.014607 -1.368606 -0.051064 4.4881 0.1323 -1.0403
O -2.891549 -2.156866 0.189483 -1.8897 -1.3102 0.3316
O -0.755022 -1.794139 -0.302095 -5.6182 -2.0545 1.7412
H -0.772487 1.331596 0.745612 0.0878 -0.1331 0.3466
H -0.956428 1.485148 -0.808686 0.1552 0.3863 -0.6004
H -2.790387 0.393902 0.825544 -0.2696 0.2303 0.1401
H -2.701229 0.486270 -0.960041 -0.8547 -0.6245 -0.0456

13
Properties=species:S:1:pos:R:3:forces:R:3 method="wB97M-V/def2-TZVPD" total_charge=-1 orbital_gap_ev="5.336 / 5.980" multiplicity=2 s2=0.756 homo_ev="-0.84 / -1.49" lumo_energy_ha="0.1651 / 0.1651"
C 2.072427 1.098157 0.069592 -0.3197 -0.1635 -0.4270
N -0.236728 -1.038196 0.575641 -1.3314 0.6869 -2.4290
C -0.284585 -1.770279 -0.515303 0.6744 -1.6841 1.3586
C -0.932025 0.129863 0.464026 0.2412 0.6191 1.5078
H 2.509204 0.717945 0.989401 -0.0665 -0.0524 0.1454
H 0.978717 0.890224 0.048176 0.6496 0.3518 0.2782
H 2.514916 0.550683 -0.770219 0.1642 0.2643 0.0443
H 0.229228 -2.736312 -0.468763 0.0376 0.0659 -0.1575
H 2.258285 2.174904 -0.001984 0.0513 -0.1289 -0.1239
H -0.952219 -1.624351 -1.364689 0.0239 0.4961 -0.0178
H -4.942887 4.858252 -1.464729 0.1133 0.0596 -0.2097
H -4.607485 5.048427 -2.105746 -0.1123 -0.0603 0.2097
H -2.025722 0.064939 0.426085 -0.1254 -0.4546 -0.1792

13
Properties=species:S:1:pos:R:3:forces:R:3 method="wB97M-V/def2-TZVPD" orbital_gap_ev=9.365 homo_ev=-8.47 smiles="C=CN.C" lumo_energy_ha=0.0331
C -3.130451 0.599879 1.307424 1.0770 -0.8925 -0.3506
H -2.112460 0.785259 1.654118 -0.1361 -0.0471 0.5866
H -3.087408 1.057872 0.317837 -0.9436 0.2107 0.1864
H -3.226371 -0.483049 1.175635 0.0476 0.1225 -0.0934
H -3.878772 0.882181 2.039386 -0.0312 0.6068 -0.3321
C 1.963387 -0.210991 -1.633007 -0.2516 -0.3171 -0.7222
C 1.076387 -0.571177 -0.724015 0.1682 0.3205 0.7657
N 0.944956 -0.062569 0.580790 0.1422 -0.6083 -0.8535
H 2.690371 0.568351 -1.528028 0.2513 0.2564 0.2027
H 1.901022 -0.734480 -2.577283 0.2152 0.1470 -0.0841
H 0.383465 -1.352699 -0.961592 -0.2352 -0.4557 -0.0389
H 0.119856 -0.434097 1.012136 -0.1950 0.4308 0.3684
H 1.049532 0.933727 0.615148 -0.1087 0.2259 0.3650

14
Properties=species:S:1:pos:R:3:forces:R:3 method="wB97M-V/def2-TZVPD" total_charge=+1 orbital_gap_ev=11.102 homo_ev=-14.72 lumo_energy_ha=-0.1330
C 1.407127 1.625622 1.258808 -1.0427 -0.3738 0.7307
N 0.248891 1.194209 1.669842 1.6854 2.5538 0.6160
H 1.794880 1.457942 0.247191 -0.4042 -0.5723 0.2458
H 2.111113 2.189004 1.884422 -0.5733 0.1148 -0.0115
H -0.027352 1.692077 2.583897 0.6071 -1.5171 -1.4229
C -0.104845 -1.208094 -0.803826 0.1807 -0.3214 -0.8016
C -0.405614 -1.465534 -2.088928 -0.1048 0.7127 1.4075
N -1.024074 -0.401848 0.036684 0.1202 -0.1244 -0.4821
H 0.796581 -1.511484 -0.260402 -0.3792 -0.0146 -0.4225
H 0.242718 -1.987537 -2.782631 0.0339 -0.0528 0.3368
H -1.355914 -1.093829 -2.486346 0.3201 -0.1639 0.0081
H -0.511556 0.309091 0.778486 0.0047 -0.3633 -0.2211
H -1.517112 0.208275 -0.623436 -0.5099 -0.3171 0.5114
H -1.654843 -1.007893 0.586240 0.0619 0.4394 -0.4947

14
Properties=species:S:1:pos:R:3:forces:R:3 method="wB97M-V/def2-TZVPD" total_charge=+1 orbital_gap_ev=9.216 homo_ev=-12.77 lumo_energy_ha=-0.1306
C 1.413725 -0.406020 0.289460 -0.1344 -0.6161 -0.3484
C 0.061138 -0.052006 -0.230555 0.1704 0.2400 -0.1743
C -1.042240 0.309505 0.433077 -0.1130 0.0693 0.1760
N -1.172663 0.447266 1.773082 -0.1332 -0.0143 -0.4175
N -0.035610 -0.065609 -1.729014 -0.1220 0.3926 0.3478
H 2.227929 0.229410 -0.076019 -0.1979 0.1437 0.1349
H 1.668522 -1.439234 0.011718 0.0184 0.1354 0.1007
H 1.388633 -0.381562 1.369303 0.2224 0.0879 0.2299
H -1.946917 0.532832 -0.121610 -0.0383 -0.0259 -0.0416
H -0.383089 0.310194 2.375284 -0.1513 -0.0047 0.2440
H -2.084136 0.628490 2.162928 0.3315 -0.0208 0.0816
H -0.563756 -0.870285 -2.092081 0.3593 0.2115 -0.0690
H 0.916867 -0.048061 -2.090846 0.0138 -0.3945 -0.2459
H -0.448398 0.805080 -2.074729 -0.2256 -0.2040 -0.0183

15
Properties=species:S:1:pos:R:3:forces:R:3 method="wB97M-V/def2-TZVPD" total_charge=-1 orbital_gap_ev=6.808 homo_ev=-2.56 smiles=NCCNC[O-] lumo_energy_ha=0.1560
C 0.527981 -0.483240 -0.763337 -0.6721 2.2000 1.3575
N -0.720203 0.389274 -0.748567 -0.4366 -2.3200 -0.8564
C -0.831311 1.829786 -0.188739 1.4654 -0.4473 -0.9699
O -1.226605 2.708633 -1.103612 -0.0616 -0.6732 0.7134
C 1.016156 -0.851312 0.628447 -2.0556 -0.6290 1.1293
N 0.026819 -1.866813 1.217138 -0.5463 0.7444 -0.7077
H 1.286782 0.170636 -1.143198 1.1161 -0.0657 -1.0190
H 0.362998 -1.419171 -1.298386 0.0011 0.2983 -0.5109
H -0.920920 0.535088 -1.734860 -0.2675 0.0824 0.1237
H 0.238832 1.950577 0.139952 0.0367 0.5861 0.5395
H -1.459503 1.656434 0.704058 -0.1839 0.4470 0.1926
H 1.012574 0.070356 1.229962 0.3482 -0.3737 -0.0525
H 1.969056 -1.372208 0.656285 0.3191 0.3774 -0.2519
H -0.693065 -1.863724 0.487161 0.1841 -0.5288 -0.1055
H -0.589587 -1.454317 1.917696 0.7530 0.3022 0.4180

15
Properties=species:S:1:pos:R:3:forces:R:3 method="wB97M-V/def2-TZVPD" total_charge=+1 orbital_gap_ev="9.462 / 9.252" homo_ev="-14.72 / -15.11" lumo_energy_ha="-0.1934 / -0.2152"
C -1.050331 1.017319 0.020913 -0.3899 0.2556 5.2577
C -0.582153 -1.370898 -0.059994 -3.6207 0.4272 -1.6598
C 0.952939 0.258450 -1.074115 -2.6720 2.7218 -2.5922
N 0.919714 -0.006256 1.212458 0.0571 0.4311 0.6605
N 0.033240 -0.096443 0.082778 3.1734 3.3425 -0.8784
O -1.428803 1.480459 -0.932267 -1.0250 1.0623 -2.6019
H -1.652999 1.756660 1.857568 0.9888 -1.2104 -2.3428
H -0.838040 -1.588217 0.934944 -0.9121 -1.2238 0.9887
H -1.513726 -1.217326 -0.776758 1.6267 -0.3481 1.7917
H -0.025593 -2.099543 -0.560301 1.4954 -0.9369 -0.2930
H 1.748110 -0.368518 -1.068234 2.3403 -2.0300 0.3455
H 0.391444 0.122128 -2.085693 0.8062 0.3404 1.9832
H 1.321724 1.340099 -1.008598 -0.7688 -1.5576 0.1355
H 1.302623 0.951267 1.386608 -0.4856 -0.7498 -1.0601
H 0.421853 -0.179181 2.070692 -0.6138 -0.5245 0.2653

15
Properties=species:S:1:pos:R:3:forces:R:3 method="wB97M-V/def2-TZVPD" total_charge=+1 orbital_gap_ev="7.443 / 7.451" homo_ev="-11.35 / -11.36" lumo_energy_ha="-0.1436 / -0.1435"
C -0.636088 -1.415326 -1.005149 0.6530 3.2015 -3.5303
C 1.520084 0.068090 0.288162 0.5330 3.8560 -4.1229
C -0.519279 1.193923 0.389328 -0.9502 1.1345 0.1582
N -1.581233 1.546142 1.209324 1.0775 1.1300 -1.9713
N 0.691386 -1.484413 -0.892108 -0.3006 1.2874 -1.0616
O 0.460186 0.502788 0.902947 -1.6240 -0.3753 1.1346
H -1.125860 -1.608245 -0.141815 -1.7940 -1.1382 2.2538
H -1.140269 -0.835448 -1.832376 0.8389 -0.9518 1.0055
H 2.002913 -0.648932 0.765220 2.5036 -2.3823 2.5535
H 2.077219 0.847588 -0.386747 -1.1361 -1.7744 1.1591
H -0.254243 1.813211 -0.518637 -0.7204 -0.6832 1.0370
H -1.809829 1.025509 2.048206 0.1891 0.2114 -0.2227
H -2.010699 2.496546 1.042073 0.5944 -1.8877 0.3928
H 0.909758 -2.200986 -0.271552 1.2072 -1.2266 1.2659
H 1.415954 -1.300449 -1.596876 -1.0713 -0.4013 -0.0516